(1)
Molecular formula: C12H36F4FeN2O24P4S4
Method: DFT, ωB97M-V/def2-TZVPD

## Properties
- orbital gap (alpha / beta) (eV) = 9.30 / 7.77
- total charge = +1
- 2S+1 = 6
- ΔE to the lowest compared entry with this formula, charge and spin (kcal/mol) = 41.93
- ⟨S²⟩ = 8.7587

Each line ends with the Löwdin charge.
CARTESIAN COORDINATES (ANGSTROEM)
Fe1 -0.12 1.12 0.77  0.99
S1 -0.56 4.30 1.09  0.61
S2 2.11 0.61 3.14  0.66
S3 -2.41 3.42 0.23  0.47
S4 0.11 1.45 3.89  0.44
P1 -2.91 -0.88 1.65  0.56
P2 0.98 -2.23 0.75  0.64
P3 2.55 1.93 -1.28  0.56
P4 -0.78 0.22 -2.53  0.60
F1 2.83 0.16 1.76  -0.20
F2 -1.26 2.00 3.28  -0.21
F3 -3.07 2.03 -0.10  -0.19
F4 0.87 3.67 1.55  -0.21
O1 -0.09 -3.27 0.03  -0.24
O2 1.50 1.60 -0.30  -0.25
O3 0.53 -0.68 -2.85  -0.24
O4 2.16 -0.64 3.89  -0.22
O5 -1.70 -0.09 1.39  -0.25
O6 -3.51 -1.74 0.39  -0.24
O7 -1.05 4.77 2.42  -0.21
O8 -2.55 3.97 -1.12  -0.24
O9 1.90 2.58 -2.63  -0.20
O10 3.45 0.69 -1.81  -0.19
O11 3.03 1.69 3.45  -0.22
O12 2.50 -2.69 0.20  -0.21
O13 -2.05 -0.65 -3.11  -0.20
O14 -0.45 0.39 4.74  -0.22
O15 3.59 3.03 -0.75  -0.19
O16 0.66 -0.81 0.52  -0.28
O17 -2.84 -1.97 2.87  -0.19
O18 1.01 -2.73 2.32  -0.23
O19 -0.69 1.54 -3.50  -0.20
O20 -4.16 0.04 2.07  -0.19
O21 0.55 2.69 4.48  -0.19
O22 -3.31 3.90 1.24  -0.19
O23 -0.86 0.60 -1.08  -0.29
O24 -0.11 5.19 0.07  -0.19
N1 -1.05 2.73 0.63  -0.33
N2 0.56 1.13 2.50  -0.36
C1 1.77 -3.83 2.79  -0.08
C2 -1.90 2.30 -3.74  -0.08
C3 -2.62 -1.69 -2.36  -0.10
C4 4.58 0.93 -2.53  -0.15
C5 -2.04 -3.14 2.82  -0.09
C6 -4.59 -2.66 0.50  -0.08
C7 2.81 -2.46 -1.15  -0.11
C8 0.71 -1.40 -4.08  -0.08
C9 1.57 3.96 -2.71  -0.07
C10 -4.22 0.82 3.26  -0.07
C11 4.66 2.73 0.11  -0.08
C12 0.24 -4.59 -0.28  -0.12
H1 2.51 -3.49 3.52  0.10
H2 2.25 -4.44 2.03  0.08
H3 -2.05 -2.08 -1.52  0.08
H4 -4.35 -3.70 0.27  0.10
H5 -2.25 2.35 -4.77  0.10
H6 -0.05 -1.18 -4.83  0.10
H7 -4.99 -2.71 1.52  0.09
H8 -1.33 -3.29 3.64  0.10
H9 -5.14 0.62 3.80  0.10
H10 4.87 1.96 -2.71  0.10
H11 4.48 1.94 0.83  0.09
H12 0.25 -4.84 -1.34  0.10
H13 3.79 -2.00 -1.13  0.09
H14 5.51 2.51 -0.53  0.09
H15 1.07 -5.02 0.27  0.09
H16 1.13 -4.49 3.37  0.10
H17 -3.67 -1.44 -2.20  0.10
H18 5.40 0.42 -2.03  0.11
H19 4.98 3.60 0.68  0.11
H20 4.46 0.54 -3.53  0.10
H21 2.20 -1.75 -1.72  0.06
H22 2.89 -3.41 -1.69  0.10
H23 -2.81 1.95 -3.25  0.09
H24 -1.80 3.34 -3.42  0.07
H25 -5.43 -2.31 -0.10  0.10
H26 0.49 4.03 -2.85  0.09
H27 -3.42 0.61 3.97  0.09
H28 2.07 4.40 -3.57  0.10
H29 -1.57 -3.23 1.84  0.06
H30 -4.22 1.87 2.98  0.09
H31 -2.65 -4.02 2.99  0.10
H32 0.70 -2.46 -3.87  0.09
H33 1.92 4.59 -1.89  0.09
H34 1.66 -1.18 -4.56  0.10
H35 -2.63 -2.52 -3.06  0.10
H36 -0.63 -5.19 -0.02  0.10


(2)
Molecular formula: C12H36FO6S6Tl
Method: DFT, ωB97M-V/def2-TZVPD

## Properties
- orbital gap (eV) = 1.46
- total charge = +2
- 2S+1 = 1
- ΔE to the lowest compared entry with this formula, charge and spin (kcal/mol) = 48.16

Each line ends with the natural charge from an NBO analysis.
CARTESIAN COORDINATES (ANGSTROEM)
Tl1 -0.92 0.35 0.69  1.00
S1 3.90 -3.59 -2.43  1.21
S2 1.32 6.58 3.82  1.23
S3 -1.16 -6.89 1.53  1.22
S4 4.93 3.79 -2.22  1.24
S5 -7.70 -2.13 2.90  1.22
S6 -0.96 1.10 -6.29  1.28
F1 -3.99 3.30 -1.14  -0.38
O1 -6.37 -1.34 2.71  -0.85
O2 3.49 3.75 -1.70  -0.88
O3 0.57 5.41 3.20  -0.88
O4 -0.22 0.95 -4.99  -0.85
O5 3.17 -2.57 -1.55  -0.87
O6 -0.82 -5.37 1.47  -0.95
C1 5.79 4.81 -0.97  -0.79
C2 -1.20 2.94 -6.56  -0.78
C3 0.12 -7.56 2.61  -0.82
C4 -2.44 -7.09 2.76  -0.83
C5 0.17 7.23 5.13  -0.80
C6 4.92 5.09 -3.49  -0.80
C7 0.47 0.93 -7.41  -0.80
C8 -7.72 -2.81 4.55  -0.82
C9 2.74 -4.74 -3.26  -0.81
C10 4.75 -4.87 -1.31  -0.77
C11 2.52 5.75 4.98  -0.78
C12 -9.02 -0.83 3.24  -0.78
H1 -0.23 3.41 -6.37  0.24
H2 2.02 5.28 5.83  0.25
H3 1.15 0.09 -7.22  0.26
H4 -0.48 6.41 5.45  0.25
H5 -8.80 -0.41 4.22  0.23
H6 -7.04 -3.66 4.61  0.25
H7 -0.13 -8.49 3.13  0.24
H8 5.50 -4.35 -0.72  0.25
H9 3.28 -5.50 -3.81  0.25
H10 1.12 1.80 -7.32  0.24
H11 -1.95 3.35 -5.89  0.26
H12 2.18 -5.16 -2.42  0.24
H13 0.27 -6.83 3.41  0.24
H14 -7.41 -2.11 5.32  0.25
H15 0.72 7.71 5.94  0.24
H16 3.97 -5.39 -0.75  0.24
H17 5.12 5.66 -0.82  0.25
H18 -10.06 -1.16 3.21  0.25
H19 3.19 6.57 5.24  0.23
H20 -8.82 0.00 2.55  0.26
H21 4.32 4.70 -4.32  0.25
H22 5.93 5.33 -3.82  0.25
H23 4.32 5.90 -3.06  0.25
H24 3.14 5.17 4.30  0.25
H25 -0.56 7.89 4.68  0.25
H26 -3.31 -6.54 2.39  0.24
H27 -2.63 -8.13 3.02  0.25
H28 -8.78 -3.01 4.76  0.25
H29 5.30 -5.58 -1.92  0.24
H30 -2.15 -6.56 3.67  0.24
H31 6.07 4.25 -0.09  0.25
H32 1.01 -7.76 2.00  0.24
H33 6.67 5.18 -1.48  0.23
H34 -1.36 3.12 -7.62  0.24
H35 2.04 -4.27 -3.95  0.26
H36 0.08 0.90 -8.42  0.24


(3)
Molecular formula: C12H36N12O24
Method: DFT, ωB97M-V/def2-TZVPD

## Properties
- orbital gap (eV) = 9.71
- 2S+1 = 1
- ΔE to the lowest compared entry with this formula, charge and spin (kcal/mol) = 102.09

Each line ends with the Löwdin charge.
CARTESIAN COORDINATES (ANGSTROEM)
O1 -1.52 -0.04 3.13  0.07
O2 2.65 1.70 1.38  0.06
O3 0.21 1.01 3.82  0.03
O4 4.90 -2.99 1.90  0.09
O5 -3.56 1.07 -3.44  0.05
O6 4.76 1.61 1.79  0.08
O7 -2.25 4.31 4.24  0.08
O8 -1.46 -3.44 -2.66  0.05
O9 -6.20 0.75 1.32  0.12
O10 5.82 0.07 -3.11  0.07
O11 -4.41 -0.43 1.24  0.01
O12 -3.54 -3.97 -2.64  0.07
O13 -1.15 0.85 0.46  0.03
O14 -2.19 -2.18 0.43  -0.08
O15 1.64 2.71 -5.41  0.07
O16 -3.61 3.31 2.89  0.05
O17 1.04 -1.25 -2.67  0.04
O18 -1.58 -2.89 2.37  0.06
O19 -2.42 -0.64 -4.06  0.05
O20 1.75 2.10 -3.35  0.03
O21 0.59 1.21 -0.73  0.07
O22 3.11 -1.90 2.28  0.04
O23 4.76 1.89 -3.43  0.06
O24 2.27 -0.70 -4.35  0.07
N1 3.60 1.49 2.10  -0.43
N2 1.33 -1.30 -3.86  -0.40
N3 4.90 0.82 -2.90  -0.45
N4 -2.61 -3.29 -2.28  -0.41
N5 1.86 2.92 -4.24  -0.44
N6 -2.50 3.62 3.28  -0.44
N7 -5.09 0.52 0.90  -0.36
N8 -2.42 -2.51 1.57  -0.35
N9 3.89 -2.79 2.52  -0.44
N10 -0.01 0.60 0.11  -0.39
N11 -2.51 0.48 -3.58  -0.42
N12 -0.54 0.05 3.85  -0.41
C1 -2.89 -2.20 -1.32  -0.03
C2 -4.48 1.53 0.00  0.07
C3 -3.84 -2.62 1.97  0.05
C4 -1.36 3.11 2.46  0.03
C5 3.66 -3.68 3.71  0.06
C6 0.64 -0.54 0.78  0.03
C7 2.37 4.28 -3.89  0.06
C8 3.28 1.12 3.49  0.03
C9 0.41 -1.99 -4.78  0.04
C10 -0.30 -1.04 4.84  0.08
C11 -1.25 1.21 -3.22  0.06
C12 3.92 0.36 -1.89  0.03
H1 -3.57 -2.49 -0.54  0.10
H2 -0.60 -1.89 -4.42  0.05
H3 0.75 -1.02 5.09  0.09
H4 0.90 -0.26 1.80  0.06
H5 -3.89 -2.77 3.04  0.11
H6 3.18 4.47 -4.58  0.10
H7 2.51 1.77 3.90  0.09
H8 -4.05 2.34 0.58  0.09
H9 0.73 -3.01 -4.97  0.11
H10 3.60 -0.63 -2.21  0.08
H11 -1.51 1.73 -2.30  0.09
H12 1.51 4.93 -4.03  0.10
H13 3.04 0.97 -1.78  0.06
H14 3.63 -3.00 4.56  0.10
H15 -0.52 3.74 2.73  0.10
H16 2.73 -4.18 3.46  0.10
H17 -1.12 2.07 2.64  0.04
H18 2.84 0.13 3.46  0.06
H19 4.20 1.10 4.07  0.10
H20 -4.41 -1.75 1.64  0.00
H21 4.50 -4.35 3.82  0.09
H22 -3.66 1.02 -0.52  0.07
H23 -1.94 -1.75 -1.06  0.09
H24 -3.34 -1.41 -1.94  0.10
H25 0.47 -1.50 -5.75  0.10
H26 -4.25 -3.54 1.55  0.11
H27 4.52 0.35 -0.98  0.10
H28 1.48 -0.99 0.27  0.10
H29 -1.13 1.91 -4.05  0.11
H30 -5.24 1.76 -0.74  0.11
H31 2.67 4.29 -2.85  0.10
H32 -0.46 0.48 -3.12  0.06
H33 -0.95 -0.79 5.67  0.11
H34 -1.61 3.26 1.42  0.09
H35 -0.11 -1.33 0.82  0.08
H36 -0.59 -1.96 4.33  0.08


(4)
Molecular formula: C12H36N6O2P2Rb
Method: DFT, ωB97M-V/def2-TZVPD

## Properties
- orbital gap (eV) = 6.05
- total charge = +1
- 2S+1 = 1
- ΔE to the lowest compared entry with this formula, charge and spin (kcal/mol) = 63.89

Each line ends with the natural charge from an NBO analysis.
CARTESIAN COORDINATES (ANGSTROEM)
Rb1 12.90 -2.31 -13.52  1.00
P1 8.19 0.60 -17.46  2.39
P2 13.71 -7.85 -18.05  2.37
O1 13.82 -6.70 -17.12  -1.11
O2 9.27 -0.30 -17.06  -1.12
N1 13.12 -9.31 -17.34  -0.79
N2 12.63 -7.52 -19.40  -0.78
N3 6.68 -0.17 -17.64  -0.81
N4 8.50 1.45 -18.95  -0.79
N5 15.16 -8.37 -18.85  -0.81
N6 7.69 1.81 -16.29  -0.81
C1 9.52 2.45 -19.12  -0.41
C2 6.68 -1.63 -17.78  -0.41
C3 11.19 -7.41 -19.22  -0.41
C4 7.31 3.24 -16.56  -0.40
C5 14.02 -9.75 -16.31  -0.42
C6 5.41 0.48 -17.97  -0.41
C7 13.13 -6.52 -20.33  -0.42
C8 15.14 -9.27 -19.99  -0.41
C9 16.46 -8.43 -18.18  -0.42
C10 12.46 -10.42 -18.15  -0.42
C11 8.19 0.74 -20.17  -0.41
C12 7.55 1.47 -14.83  -0.40
H1 16.51 -7.43 -17.74  0.21
H2 9.29 3.24 -18.41  0.20
H3 13.20 -11.07 -18.64  0.18
H4 10.66 -7.61 -20.15  0.20
H5 9.51 2.97 -20.08  0.21
H6 14.11 -6.79 -20.73  0.22
H7 5.78 -2.12 -17.42  0.20
H8 6.98 -1.94 -18.78  0.18
H9 12.52 -6.53 -21.23  0.20
H10 7.29 0.14 -20.02  0.21
H11 16.01 -8.94 -20.56  0.20
H12 12.03 -10.06 -19.09  0.22
H13 14.89 -10.18 -16.82  0.17
H14 10.51 1.99 -19.02  0.19
H15 13.03 -5.53 -19.88  0.19
H16 7.90 1.46 -20.93  0.20
H17 7.54 -1.93 -17.18  0.22
H18 14.41 -8.89 -15.76  0.22
H19 5.15 1.33 -17.34  0.21
H20 8.92 0.01 -20.53  0.18
H21 6.80 3.33 -17.53  0.21
H22 11.84 -11.09 -17.56  0.21
H23 14.21 -9.24 -20.55  0.22
H24 4.61 -0.23 -17.79  0.20
H25 15.36 -10.32 -19.76  0.18
H26 5.25 0.80 -19.00  0.19
H27 10.87 -8.23 -18.58  0.22
H28 13.55 -10.50 -15.67  0.21
H29 17.36 -8.54 -18.79  0.21
H30 8.29 2.01 -14.23  0.18
H31 6.60 3.49 -15.78  0.20
H32 8.16 3.90 -16.66  0.19
H33 16.52 -9.11 -17.33  0.18
H34 6.57 1.72 -14.40  0.19
H35 7.67 0.39 -14.70  0.21
H36 10.96 -6.42 -18.83  0.18


(5)
Molecular formula: C12H36O6
Method: DFT, ωB97M-V/def2-TZVPD

## Properties
- SMILES = CCO.CCO.CCO.CCO.CCO.CCO
- orbital gap (eV) = 9.85
- 2S+1 = 1
- ΔE to the lowest compared entry with this formula, charge and spin (kcal/mol) = 58.24

Each line ends with the natural charge from an NBO analysis.
CARTESIAN COORDINATES (ANGSTROEM)
O1 -0.51 -3.60 0.09  -0.74
O2 4.81 0.53 -2.94  -0.71
O3 -6.54 0.61 2.11  -0.72
O4 2.59 0.32 1.87  -0.74
O5 -1.35 4.93 0.95  -0.73
O6 0.55 -1.24 0.83  -0.77
C1 -0.63 0.28 -0.56  -0.64
C2 -5.29 1.28 1.99  -0.06
C3 -2.37 4.05 -1.03  -0.63
C4 3.85 -0.17 2.07  -0.06
C5 3.84 -1.67 2.03  -0.63
C6 -1.07 -3.34 -1.17  -0.05
C7 4.06 -0.64 -2.96  -0.06
C8 3.66 -1.05 -1.55  -0.64
C9 -1.26 3.83 0.01  -0.06
C10 -4.37 0.26 1.33  -0.63
C11 0.04 -3.24 -2.35  -0.65
C12 -0.60 -0.41 0.77  -0.08
H1 -3.33 4.15 -0.53  0.20
H2 -3.37 0.67 1.18  0.20
H3 -6.39 -0.08 2.77  0.46
H4 -4.79 -0.09 0.39  0.22
H5 -0.11 -2.79 0.41  0.50
H6 -1.46 2.95 0.62  0.16
H7 -5.40 2.15 1.35  0.17
H8 2.64 1.28 1.85  0.49
H9 -1.60 0.76 -0.70  0.20
H10 -0.54 -0.35 -1.45  0.22
H11 -0.36 -2.80 -3.26  0.20
H12 4.85 -2.01 2.26  0.22
H13 3.14 -1.98 2.80  0.21
H14 -0.25 3.85 -0.40  0.19
H15 4.60 -1.11 -0.99  0.19
H16 4.26 0.18 3.02  0.16
H17 1.27 -0.71 1.19  0.51
H18 4.54 0.17 1.30  0.16
H19 -1.95 -3.95 -1.38  0.17
H20 0.86 -2.60 -2.02  0.20
H21 -2.50 3.17 -1.67  0.21
H22 -4.29 -0.62 1.97  0.20
H23 -0.64 0.31 1.60  0.17
H24 -1.52 -1.00 0.83  0.18
H25 3.20 -2.03 -1.40  0.22
H26 -2.22 4.93 -1.65  0.22
H27 3.10 -0.29 -1.01  0.21
H28 -1.53 -2.35 -1.13  0.14
H29 4.59 -1.48 -3.42  0.16
H30 -4.96 1.58 2.98  0.16
H31 0.44 -4.23 -2.58  0.21
H32 0.15 1.03 -0.64  0.20
H33 -2.18 4.86 1.42  0.46
H34 5.72 0.29 -2.74  0.46
H35 3.16 -0.45 -3.56  0.17
H36 3.46 -2.13 1.11  0.22


(6)
Molecular formula: C12H36O6S6
Method: DFT, ωB97M-V/def2-TZVPD

## Properties
- orbital gap (eV) = 7.86
- 2S+1 = 1
- ΔE to the lowest compared entry with this formula, charge and spin (kcal/mol) = 166.59

Each line ends with the natural charge from an NBO analysis.
CARTESIAN COORDINATES (ANGSTROEM)
S1 -3.63 -62.59 -8.29  1.28
S2 1.88 -60.06 -8.10  1.30
S3 -3.90 -56.21 -4.58  1.23
S4 -2.80 -57.53 -0.86  1.22
S5 -1.99 -59.40 -3.76  1.27
S6 -7.16 -60.67 -7.44  1.22
O1 -3.48 -63.85 -9.08  -0.99
O2 0.45 -60.25 -8.30  -1.00
O3 -3.88 -57.74 -1.90  -1.00
O4 -6.65 -61.80 -8.26  -0.98
O5 -2.97 -55.06 -3.97  -1.00
O6 -2.91 -59.50 -4.98  -1.01
C1 -5.51 -55.39 -4.50  -0.81
C2 -2.91 -61.32 -9.24  -0.84
C3 1.89 -58.64 -6.93  -0.80
C4 -0.86 -58.03 -4.18  -0.85
C5 -0.85 -60.70 -3.92  -0.85
C6 -2.40 -62.52 -6.97  -0.87
C7 -3.59 -57.58 0.67  -0.88
C8 -5.83 -60.05 -6.33  -0.81
C9 2.51 -59.27 -9.45  -0.88
C10 -3.65 -56.22 -6.35  -0.83
C11 -2.26 -55.75 -0.96  -0.83
C12 -7.25 -59.40 -8.77  -0.76
H1 -1.38 -57.02 -3.94  0.28
H2 -1.60 -55.61 0.02  0.21
H3 -1.41 -61.72 -4.03  0.26
H4 -0.35 -58.28 -5.22  0.24
H5 -4.66 -56.87 -6.73  0.22
H6 -0.07 -58.26 -3.46  0.21
H7 -4.05 -55.29 -6.73  0.24
H8 -2.80 -62.91 -6.01  0.23
H9 -5.76 -55.37 -3.48  0.25
H10 2.18 -59.91 -10.30  0.26
H11 -1.53 -62.94 -7.24  0.22
H12 -4.88 -59.67 -6.90  0.23
H13 -2.40 -61.48 -6.46  0.26
H14 -1.80 -61.73 -9.41  0.25
H15 -5.62 -60.68 -5.58  0.23
H16 1.11 -57.99 -7.16  0.23
H17 -6.29 -55.93 -4.81  0.22
H18 -3.73 -58.77 1.04  0.27
H19 1.78 -59.01 -5.98  0.22
H20 -7.93 -58.50 -8.49  0.21
H21 -1.56 -55.42 -1.88  0.29
H22 2.95 -58.31 -6.93  0.22
H23 -7.65 -59.73 -9.56  0.21
H24 -3.00 -60.47 -8.63  0.22
H25 3.46 -58.98 -9.45  0.23
H26 -4.62 -56.97 0.69  0.26
H27 1.96 -58.39 -9.60  0.23
H28 -0.26 -60.56 -4.94  0.23
H29 -6.20 -58.92 -8.77  0.22
H30 -6.32 -59.11 -5.76  0.22
H31 -2.72 -56.70 -6.74  0.27
H32 -3.62 -61.22 -10.11  0.24
H33 -3.02 -55.09 -0.62  0.23
H34 -5.60 -54.34 -4.79  0.24
H35 -2.77 -57.10 1.35  0.24
H36 -0.10 -60.77 -3.34  0.21


(7)
Molecular formula: C12H37N2O6
Method: DFT, ωB97M-V/def2-TZVPD

## Properties
- orbital gap (alpha / beta) (eV) = 7.02 / 3.42
- 2S+1 = 2
- ⟨S²⟩ = 0.7539

Each line ends with the natural charge from an NBO analysis.
CARTESIAN COORDINATES (ANGSTROEM)
O1 13.78 -16.76 -12.18  -0.98
O2 13.20 -13.80 -9.06  -0.91
O3 16.03 -15.71 -11.49  -0.83
O4 13.63 -13.94 -15.56  -0.55
O5 16.07 -14.95 -8.92  -0.28
O6 20.26 -17.97 -13.73  -0.55
N1 18.06 -17.43 -11.83  -0.84
N2 12.58 -14.07 -13.10  -0.85
C1 19.67 -16.43 -10.32  -0.61
C2 14.46 -14.46 -16.56  -0.25
C3 14.38 -13.32 -14.52  -0.08
C4 20.92 -19.09 -14.30  -0.25
C5 20.47 -17.78 -12.35  -0.08
C6 16.65 -13.69 -8.85  -0.17
C7 19.40 -16.84 -11.76  -0.07
C8 13.79 -17.29 -13.52  -0.05
C9 14.10 -12.46 -12.11  -0.61
C10 15.17 -17.49 -14.14  -0.65
C11 13.40 -12.91 -13.40  -0.06
C12 16.61 -13.06 -7.40  -0.65
H1 21.42 -17.24 -12.41  0.18
H2 13.42 -12.28 -11.28  0.24
H3 14.96 -12.45 -14.84  0.16
H4 20.55 -18.68 -11.74  0.17
H5 15.94 -15.48 -10.57  0.52
H6 16.14 -13.00 -9.53  0.25
H7 12.87 -12.07 -13.84  0.18
H8 13.12 -14.91 -12.95  0.39
H9 15.76 -16.58 -14.12  0.18
H10 20.58 -15.83 -10.33  0.22
H11 15.05 -17.78 -15.19  0.20
H12 14.54 -11.51 -12.43  0.19
H13 15.58 -12.87 -7.10  0.22
H14 19.36 -15.93 -12.36  0.20
H15 15.20 -16.13 -11.73  0.54
H16 20.98 -18.82 -15.36  0.21
H17 15.02 -13.70 -17.10  0.16
H18 17.18 -12.13 -7.33  0.22
H19 16.75 -16.34 -11.61  0.53
H20 20.49 -20.05 -14.02  0.18
H21 17.96 -18.22 -11.21  0.36
H22 12.81 -13.56 -8.22  0.47
H23 15.07 -15.25 -16.12  0.17
H24 18.19 -17.95 -12.69  0.39
H25 19.77 -17.31 -9.69  0.21
H26 14.09 -14.07 -8.83  0.45
H27 17.01 -13.67 -6.60  0.22
H28 13.74 -14.91 -17.24  0.19
H29 17.69 -13.73 -9.17  0.23
H30 21.96 -19.20 -13.98  0.16
H31 12.11 -14.34 -13.95  0.36
H32 13.32 -16.59 -14.22  0.12
H33 18.87 -15.84 -9.88  0.21
H34 13.27 -18.25 -13.57  0.14
H35 15.58 -18.40 -13.71  0.19
H36 14.91 -13.11 -11.78  0.18
H37 15.03 -14.07 -14.07  0.15